Entry 1:
A 8-piece molecular cluster, C22H65N5O8 overall at a distorted geometry. Source: the Open Molecules 2025 dataset; level of theory: ωB97M-V/def2-TZVPD.

Results
DFT total energy = -1752.73955 a.u.
Energy relative to the best compared isomer or geometry (same formula, charge and spin) = 26.7 kcal/mol
SMILES = COC[C@H](C)N.COC[C@H](C)N.COC[C@H](C)N.COC[C@H](C)N.COC[C@H](C)N.CCO.O.O

Geometry as ORCA input:
```
! wB97M-V def2-TZVPD RIJCOSX def2/J DEFGRID3
* xyz 0 1
O 0.311 3.925 -2.615
H -0.293 4.592 -2.968
H 1.099 3.980 -3.170
O 1.027 4.491 0.065
H 0.705 4.240 -0.820
H 1.967 4.667 -0.051
C -1.286 -0.046 0.110
C -1.230 1.395 -0.345
O -0.183 1.389 -1.324
H -0.367 -0.270 0.647
H -1.366 -0.693 -0.765
H -2.204 -0.289 0.650
H -1.011 2.120 0.446
H -2.160 1.736 -0.812
H -0.045 2.281 -1.671
C -0.834 3.455 2.773
C 0.451 2.848 3.265
C 1.054 1.765 2.327
O 2.308 1.338 2.766
C 2.261 0.383 3.793
N 1.396 4.000 3.365
H -1.483 2.645 2.404
H -0.735 4.107 1.901
H -1.421 4.045 3.475
H 0.275 2.483 4.279
H 1.024 2.098 1.290
H 0.330 0.933 2.375
H 1.866 -0.577 3.442
H 1.590 0.736 4.589
H 3.216 0.234 4.293
H 2.276 3.563 3.636
H 1.477 4.312 2.401
C -6.750 -1.123 1.293
C -5.960 -0.476 2.440
C -6.231 1.024 2.529
O -5.793 1.754 1.393
C -4.457 2.122 1.363
N -6.218 -1.157 3.697
H -6.733 -2.207 1.234
H -6.447 -0.616 0.377
H -7.789 -0.830 1.488
H -4.883 -0.587 2.241
H -5.802 1.547 3.389
H -7.315 1.165 2.580
H -3.802 1.594 0.668
H -4.028 2.251 2.366
H -4.320 3.161 1.024
H -6.803 -1.972 3.591
H -5.384 -1.464 4.175
C -0.762 -2.541 5.216
C -0.634 -1.833 3.852
C 0.009 -2.673 2.760
O 1.305 -3.011 3.217
C 1.976 -4.069 2.536
N -1.958 -1.261 3.556
H -1.260 -1.929 5.961
H 0.261 -2.832 5.466
H -1.349 -3.466 5.170
H 0.019 -0.975 4.043
H 0.069 -2.027 1.876
H -0.505 -3.635 2.636
H 1.354 -4.939 2.330
H 2.851 -4.280 3.147
H 2.376 -3.588 1.633
H -1.913 -0.615 2.769
H -2.547 -2.009 3.185
C 1.307 0.478 -4.809
C 0.614 -0.489 -5.763
C 0.444 0.037 -7.175
O 1.702 0.402 -7.725
C 1.866 1.778 -7.996
N 1.242 -1.810 -5.855
H 2.396 0.409 -4.766
H 1.066 0.098 -3.807
H 0.982 1.518 -4.833
H -0.413 -0.686 -5.434
H -0.307 0.833 -7.242
H 0.022 -0.722 -7.839
H 1.350 2.089 -8.906
H 2.920 2.044 -8.016
H 1.450 2.334 -7.146
H 1.650 -2.212 -5.022
H 1.990 -1.703 -6.534
C 2.118 -1.133 -1.197
C 3.241 -1.729 -2.058
C 4.493 -1.983 -1.217
O 5.569 -2.343 -2.050
C 6.766 -2.592 -1.325
N 2.739 -2.941 -2.718
H 1.246 -0.752 -1.725
H 2.561 -0.232 -0.739
H 1.816 -1.738 -0.340
H 3.568 -1.040 -2.843
H 4.353 -2.684 -0.385
H 4.700 -0.998 -0.776
H 7.351 -1.678 -1.217
H 7.340 -3.239 -1.992
H 6.579 -3.137 -0.401
H 1.769 -2.815 -2.952
H 2.918 -3.752 -2.144
*
```

Atom charges from the Löwdin analysis, given in e for atoms 1 to 8: O -0.036; H 0.084; H 0.080; O -0.060; H -0.006; H 0.050; C -0.079; C -0.300

Entry 2:
C52H46BrCsI2N5OPSe as an isolated structure. Source: the Open Molecules 2025 dataset; level of theory: ωB97M-V/def2-TZVPD.

Results
DFT total energy = -8290.46483 a.u.
Energy relative to the best compared isomer or geometry (same formula, charge and spin) = 52.4 kcal/mol

Geometry as ORCA input:
```
! wB97M-V def2-TZVPD RIJCOSX def2/J DEFGRID3
* xyz -2 1
Cs 0.536 -0.101 0.000
I 2.709 -8.519 -0.250
C 2.514 -6.428 -0.451
C 3.624 -5.615 -0.299
C 3.492 -4.249 -0.435
I 5.153 -2.985 -0.234
C 2.247 -3.605 -0.715
O 2.093 -2.361 -0.817
C 1.130 -4.509 -0.887
C -0.172 -3.865 -1.272
N -0.770 -2.995 -0.249
C -1.952 -3.508 0.389
C -2.457 -2.578 1.470
C -3.671 -2.846 2.098
C -4.102 -2.000 3.103
C -3.315 -0.908 3.439
C -2.132 -0.700 2.751
N -1.705 -1.534 1.799
C 1.271 -5.871 -0.752
H 4.592 -6.044 -0.076
H -0.895 -4.646 -1.533
H 0.002 -3.261 -2.169
H -0.087 -2.748 0.457
H -1.819 -4.510 0.842
H -2.744 -3.613 -0.362
H -4.256 -3.708 1.800
H -5.040 -2.181 3.615
H -3.623 -0.212 4.208
H -1.478 0.138 2.971
H 0.410 -6.516 -0.892
Br 0.578 3.229 1.872
C 0.675 2.876 3.756
C 0.263 3.867 4.606
C 0.343 3.667 5.997
C 0.849 2.494 6.487
C 1.286 1.467 5.614
C 1.839 0.270 6.115
C 2.256 -0.697 5.235
C 2.113 -0.516 3.845
C 1.574 0.617 3.247
C 1.183 1.625 4.190
H -0.116 4.799 4.208
H 0.007 4.451 6.667
H 0.929 2.331 7.558
H 1.926 0.138 7.189
H 2.693 -1.619 5.613
H 2.450 -1.339 3.214
C -4.400 2.302 2.305
C -5.192 1.418 1.585
C -4.797 0.998 0.324
C -3.617 1.470 -0.255
C -2.819 2.341 0.486
C -3.209 2.752 1.755
P -3.120 0.801 -1.902
C -4.672 1.165 -2.818
C -5.414 2.332 -2.618
C -6.555 2.586 -3.361
C -6.977 1.683 -4.328
C -6.249 0.522 -4.543
C -5.111 0.267 -3.790
C -1.940 2.039 -2.591
C -2.228 2.681 -3.802
C -1.274 3.514 -4.371
C -0.063 3.695 -3.713
C 0.173 3.047 -2.505
C -0.730 2.164 -1.886
H -4.699 2.619 3.298
H -6.115 1.042 2.012
H -5.420 0.298 -0.224
H -1.875 2.667 0.062
H -2.558 3.415 2.314
H -5.081 3.043 -1.871
H -7.117 3.498 -3.191
H -7.869 1.885 -4.910
H -6.571 -0.188 -5.296
H -4.545 -0.644 -3.952
H -3.174 2.540 -4.314
H -1.478 4.011 -5.314
H 0.700 4.337 -4.149
H 1.150 3.208 -2.040
C 4.878 3.205 -2.332
N 4.990 3.518 -0.927
C 5.478 4.682 -0.362
C 5.334 4.562 0.974
N 4.767 3.331 1.222
C 4.355 2.803 2.508
C 4.545 2.681 0.050
Se 3.759 1.060 -0.145
H 5.348 3.997 -2.913
H 3.828 3.109 -2.610
H 5.366 2.251 -2.532
H 5.874 5.483 -0.959
H 5.583 5.245 1.766
H 4.791 3.414 3.296
H 4.686 1.769 2.598
H 3.268 2.794 2.587
C 2.335 -2.025 -6.914
C 1.821 -1.494 -5.604
C 0.476 -1.565 -5.262
C 0.062 -1.058 -4.037
N 0.888 -0.505 -3.161
C 2.172 -0.431 -3.484
C 2.681 -0.905 -4.684
H 1.557 -2.574 -7.446
H 3.181 -2.694 -6.754
H 2.675 -1.209 -7.555
H -0.246 -2.011 -5.936
H -0.984 -1.097 -3.746
H 2.829 0.018 -2.745
H 3.743 -0.832 -4.885
*
```

Atom charges from the Löwdin analysis, given in e for atoms 1 to 8: Cs 0.767; I 0.708; C -0.759; C -0.269; C -0.637; I 0.828; C -0.507; O -0.269

Entry 3:
C19H31CrF9OP2 as an isolated structure at a distorted geometry. Source: the Open Molecules 2025 dataset; level of theory: ωB97M-V/def2-TZVPD.

Results
<S²> = 6.05
DFT total energy = -3443.55923 a.u.
Energy relative to the best compared isomer or geometry (same formula, charge and spin) = 84.3 kcal/mol

Geometry as ORCA input:
```
! wB97M-V def2-TZVPD RIJCOSX def2/J DEFGRID3
* xyz 0 5
P 1.072 -1.358 -2.312
P 0.380 -3.325 0.581
C 1.731 -3.006 -1.820
C 0.727 -3.911 -1.105
H 2.634 -2.849 -1.210
H 2.060 -3.476 -2.761
H -0.211 -3.983 -1.684
H 1.156 -4.918 -0.974
C 1.609 -4.031 1.692
H 1.461 -3.581 2.684
H 2.624 -3.811 1.334
H 1.436 -5.114 1.724
C -1.176 -4.103 1.122
H -0.905 -5.078 1.552
H -1.853 -4.228 0.264
H -1.659 -3.468 1.880
C 2.637 -0.691 -2.953
H 2.597 0.375 -3.198
H 2.904 -1.233 -3.877
H 3.471 -0.846 -2.255
C 0.044 -1.664 -3.749
H -0.873 -2.186 -3.451
H 0.601 -2.277 -4.473
H -0.201 -0.690 -4.188
Cr 0.571 2.115 -1.349
C -1.827 -0.449 2.218
C -0.704 -0.674 2.926
C 0.557 -0.870 2.177
C 1.066 0.298 1.303
C 1.036 0.074 -0.140
C -0.022 -0.523 -0.986
C -1.361 -0.991 -0.332
C -1.906 -0.047 0.782
C 0.119 3.637 -2.687
H -2.806 -0.461 2.710
H -0.743 -0.893 4.016
H 0.302 -1.727 1.456
H 1.368 -1.225 2.822
H 0.564 1.237 1.575
H 2.144 0.425 1.546
H 1.942 0.471 -0.680
H -0.421 0.287 -1.726
H -1.355 -2.031 0.039
H -2.133 -1.008 -1.120
H -1.546 0.985 0.617
H -2.998 0.009 0.597
H -0.969 3.818 -2.629
H 0.384 3.465 -3.742
H 0.645 4.541 -2.334
F -2.796 3.854 -0.261
C -2.393 3.971 1.021
F -2.847 5.162 1.503
F -3.016 2.976 1.720
C -0.820 3.842 1.084
O -0.352 2.901 0.244
C -0.161 5.246 0.799
F -0.243 6.133 1.828
F 1.155 5.049 0.527
F -0.715 5.834 -0.293
C -0.562 3.581 2.625
F -1.244 4.435 3.441
F -0.938 2.323 2.978
F 0.760 3.682 2.901
*
```

Atom charges from the Löwdin analysis, given in e for atoms 1 to 8: P 0.958; P 0.832; C -0.343; C -0.391; H 0.089; H 0.094; H 0.085; H 0.082

Entry 4:
C22H30N4O5S as an isolated structure at a distorted geometry. Source: the Open Molecules 2025 dataset; level of theory: ωB97M-V/def2-TZVPD.

Results
DFT total energy = -1849.00375 a.u.
Energy relative to the best compared isomer or geometry (same formula, charge and spin) = 533.6 kcal/mol

Geometry as ORCA input:
```
! wB97M-V def2-TZVPD RIJCOSX def2/J DEFGRID3
* xyz 0 1
C -3.828 -4.024 1.183
C -3.144 -2.822 0.381
H -3.360 -2.768 -0.713
H -3.632 -1.915 0.776
O -1.856 -2.905 0.406
C -1.182 -3.573 -0.180
O -1.648 -4.376 -0.890
C 0.339 -3.246 -0.124
C 0.879 -2.562 -1.347
C 2.475 -2.393 -1.104
N 2.651 -1.378 0.118
C 3.396 -0.388 0.096
O 3.652 -0.075 1.148
C 4.253 0.047 -1.025
C 5.256 1.038 -0.902
H 6.008 0.952 -1.373
H 5.717 0.731 0.276
C 4.644 2.413 -0.773
N 3.715 2.769 0.033
C 2.294 2.579 -0.156
O 1.901 2.457 -1.516
C 1.229 2.591 1.064
N 0.059 2.117 0.521
C -0.036 0.868 -0.008
N -1.025 0.441 -0.930
C -2.075 1.010 -0.575
C -2.248 2.040 0.059
C -3.549 2.907 0.001
C -4.530 1.866 -0.486
S -3.642 0.411 -1.110
C -5.896 2.224 -0.865
H -6.451 2.215 0.013
H -6.045 3.055 -1.384
H -6.364 1.139 -1.360
C -4.026 3.989 0.624
H -4.372 4.904 -0.113
H -4.727 3.916 1.214
H -3.132 4.563 1.328
C -1.088 2.862 0.644
O -1.093 4.010 1.305
H 1.046 0.214 -0.099
H 1.612 1.925 1.935
H 1.089 3.463 1.331
H 3.799 2.350 1.090
H 4.156 2.709 -1.918
H 5.622 3.139 -0.671
H 4.823 -1.021 -1.440
H 3.638 0.177 -1.754
C 2.209 -2.090 1.207
C 0.546 -2.349 1.272
H 0.177 -1.416 1.094
H 0.363 -2.869 2.081
H 2.613 -1.457 2.043
H 2.758 -3.225 1.565
H 2.921 -1.894 -1.860
H 2.995 -3.218 -0.808
H 0.391 -1.702 -1.477
H 0.680 -3.213 -2.070
H 0.847 -4.161 0.122
H -3.473 -4.013 2.447
H -3.424 -5.009 0.570
H -4.911 -4.028 1.090
*
```

Atom charges from the Löwdin analysis, given in e for atoms 1 to 8: C -0.050; C -0.273; H 0.140; H 0.104; O 0.082; C -0.705; O 0.144; C -0.136

Entry 5:
C32H26Cl2IrN2O5 as an isolated structure. Source: the Open Molecules 2025 dataset; level of theory: ωB97M-V/def2-TZVPD.

Results
<S²> = 0.78
DFT total energy = -2744.88099 a.u.

Geometry as ORCA input:
```
! wB97M-V def2-TZVPD RIJCOSX def2/J DEFGRID3
* xyz 2 2
Ir 0.259 1.986 0.475
Cl 2.366 5.653 6.347
C 1.953 4.533 5.156
C 1.818 3.182 5.476
C 1.480 2.274 4.502
Cl 1.305 0.633 4.871
C 1.251 2.708 3.141
O 0.945 1.803 2.299
C 1.412 4.104 2.838
C 1.288 4.612 1.480
O 1.020 3.930 0.498
C 1.756 4.986 3.830
H 1.978 2.848 6.493
H 1.453 5.682 1.319
H 1.890 6.038 3.611
C 6.203 -2.369 -3.760
C 5.125 -1.732 -2.943
C 4.267 -2.503 -2.161
C 3.271 -1.927 -1.401
C 2.380 -2.822 -0.581
C 3.128 -0.505 -1.428
C 2.105 0.030 -0.628
O 1.834 1.272 -0.553
C 3.998 0.296 -2.232
C 3.897 1.791 -2.315
C 4.972 -0.341 -2.963
H 6.194 -3.453 -3.675
H 7.180 -2.002 -3.441
H 6.089 -2.100 -4.811
H 4.385 -3.579 -2.152
H 2.655 -3.861 -0.744
H 1.328 -2.707 -0.841
H 2.481 -2.622 0.488
H 1.486 -0.647 -0.042
H 2.914 2.108 -2.664
H 4.649 2.172 -3.000
H 4.053 2.250 -1.338
H 5.641 0.248 -3.579
O -1.686 2.543 1.069
C -2.110 1.426 0.605
N -3.289 0.870 0.507
C -3.164 -0.517 -0.023
C -1.625 -0.650 -0.156
O -0.977 -1.603 -0.459
N -1.095 0.626 0.133
C -3.765 -0.647 -1.419
C -3.715 -1.886 -2.056
C -4.193 -2.021 -3.348
C -4.718 -0.925 -4.020
C -4.758 0.310 -3.396
C -4.275 0.452 -2.101
C -3.705 -1.484 1.028
C -4.847 -2.242 0.815
C -5.318 -3.082 1.817
C -4.653 -3.167 3.029
C -3.516 -2.399 3.250
C -3.047 -1.562 2.255
H -4.143 1.260 0.875
H -3.297 -2.745 -1.547
H -4.160 -2.989 -3.829
H -5.093 -1.036 -5.028
H -5.167 1.170 -3.910
H -4.324 1.426 -1.634
H -5.385 -2.175 -0.120
H -6.209 -3.670 1.644
H -5.020 -3.827 3.803
H -2.999 -2.457 4.198
H -2.157 -0.968 2.442
*
```

Atom charges from the Löwdin analysis, given in e for atoms 1 to 8: Ir 1.584; Cl 0.877; C -0.607; C -0.069; C -0.540; Cl 0.875; C -0.279; O -0.119

Which formula does entry 3 have?
C19H31CrF9OP2

Which of these has the highest DFT total energy?
C22H65N5O8

Repeat the fifth record exactly.
C32H26Cl2IrN2O5 as an isolated structure. Source: the Open Molecules 2025 dataset; level of theory: ωB97M-V/def2-TZVPD.

Results
<S²> = 0.78
DFT total energy = -2744.88099 a.u.

Geometry as ORCA input:
```
! wB97M-V def2-TZVPD RIJCOSX def2/J DEFGRID3
* xyz 2 2
Ir 0.259 1.986 0.475
Cl 2.366 5.653 6.347
C 1.953 4.533 5.156
C 1.818 3.182 5.476
C 1.480 2.274 4.502
Cl 1.305 0.633 4.871
C 1.251 2.708 3.141
O 0.945 1.803 2.299
C 1.412 4.104 2.838
C 1.288 4.612 1.480
O 1.020 3.930 0.498
C 1.756 4.986 3.830
H 1.978 2.848 6.493
H 1.453 5.682 1.319
H 1.890 6.038 3.611
C 6.203 -2.369 -3.760
C 5.125 -1.732 -2.943
C 4.267 -2.503 -2.161
C 3.271 -1.927 -1.401
C 2.380 -2.822 -0.581
C 3.128 -0.505 -1.428
C 2.105 0.030 -0.628
O 1.834 1.272 -0.553
C 3.998 0.296 -2.232
C 3.897 1.791 -2.315
C 4.972 -0.341 -2.963
H 6.194 -3.453 -3.675
H 7.180 -2.002 -3.441
H 6.089 -2.100 -4.811
H 4.385 -3.579 -2.152
H 2.655 -3.861 -0.744
H 1.328 -2.707 -0.841
H 2.481 -2.622 0.488
H 1.486 -0.647 -0.042
H 2.914 2.108 -2.664
H 4.649 2.172 -3.000
H 4.053 2.250 -1.338
H 5.641 0.248 -3.579
O -1.686 2.543 1.069
C -2.110 1.426 0.605
N -3.289 0.870 0.507
C -3.164 -0.517 -0.023
C -1.625 -0.650 -0.156
O -0.977 -1.603 -0.459
N -1.095 0.626 0.133
C -3.765 -0.647 -1.419
C -3.715 -1.886 -2.056
C -4.193 -2.021 -3.348
C -4.718 -0.925 -4.020
C -4.758 0.310 -3.396
C -4.275 0.452 -2.101
C -3.705 -1.484 1.028
C -4.847 -2.242 0.815
C -5.318 -3.082 1.817
C -4.653 -3.167 3.029
C -3.516 -2.399 3.250
C -3.047 -1.562 2.255
H -4.143 1.260 0.875
H -3.297 -2.745 -1.547
H -4.160 -2.989 -3.829
H -5.093 -1.036 -5.028
H -5.167 1.170 -3.910
H -4.324 1.426 -1.634
H -5.385 -2.175 -0.120
H -6.209 -3.670 1.644
H -5.020 -3.827 3.803
H -2.999 -2.457 4.198
H -2.157 -0.968 2.442
*
```

Atom charges from the Löwdin analysis, given in e for atoms 1 to 8: Ir 1.584; Cl 0.877; C -0.607; C -0.069; C -0.540; Cl 0.875; C -0.279; O -0.119